1.
The following is a quantum chemistry calculation of 2 unconnected molecules or ions with the total composition C6H14N5 in a non-equilibrium geometry, from the Open Molecules 2025 dataset.

XYZ file:
```
25
Properties=species:S:1:pos:R:3
C 2.149 2.053 0.666
C -0.764 -2.758 -0.104
C -1.226 -0.800 -1.621
C -1.922 -0.698 0.797
C 0.312 3.015 -0.788
C -0.888 -1.233 -0.197
N 1.263 -0.869 0.838
N 2.229 -0.891 1.430
N 0.385 -0.608 0.111
N 1.424 2.512 -0.119
N 3.013 1.526 1.413
H 0.148 -3.109 -0.585
H -0.760 -3.085 0.934
H -1.610 -3.220 -0.606
H -0.539 -1.261 -2.326
H -2.240 -1.093 -1.872
H -1.143 0.279 -1.716
H -2.852 -1.246 0.689
H -1.578 -0.820 1.822
H -2.119 0.358 0.617
H -0.514 2.308 -0.679
H 0.024 3.976 -0.361
H 0.557 3.142 -1.843
H 2.939 0.463 1.590
H 3.714 2.059 1.909
```

Output
Total energy ... -13890.075 eV
HOMO ... -13.4 eV
Energy relative to the best compared isomer or geometry (same formula, charge and spin) ... 105.0 kcal/mol
Frontier orbital gap ... 10.0943 eV
Net charge ... +1

=====

2.
The following is a quantum chemistry calculation of C3H2N2O2 in the gas phase in a non-equilibrium geometry, from the Open Molecules 2025 dataset.

XYZ file:
```
9
Properties=species:S:1:pos:R:3
C 0.834 0.026 0.187
C 0.240 1.193 0.094
C 0.036 -1.225 0.282
H 0.601 2.246 -0.159
H 0.428 -2.058 -0.187
N -1.073 1.161 0.062
N -1.258 -1.213 -0.074
O 2.050 -0.184 -0.140
O -1.858 0.055 -0.065
```

Output
Total energy ... -10212.885 eV
HOMO ... -10.4 eV
Energy relative to the best compared isomer or geometry (same formula, charge and spin) ... 122.3 kcal/mol
SMILES string ... O=c1cnonc1
Frontier orbital gap ... 9.2837 eV

=====

3.
The following is a quantum chemistry calculation of 2 unconnected molecules or ions with the total composition C2H6IPS in a non-equilibrium geometry, from the Open Molecules 2025 dataset.

XYZ file:
```
11
Properties=species:S:1:pos:R:3
C 2.195 -0.926 -0.771
C 0.170 0.598 0.430
P 0.752 -1.145 0.401
S -4.050 1.250 1.175
I -4.410 -0.523 -0.354
H 2.758 -0.039 -0.502
H 2.729 -1.913 -0.909
H 1.864 -0.777 -1.830
H -0.944 0.693 0.544
H 0.580 1.327 1.237
H 0.480 0.891 -0.649
```

Output
Total energy ... -30393.209 eV
HOMO (alpha / beta) ... -9.2 / -7.7 eV
Energy relative to the best compared isomer or geometry (same formula, charge and spin) ... 78.1 kcal/mol
Frontier orbital gap (alpha / beta) ... 8.3251 / 4.9934 eV

=====

4.
The following is a quantum chemistry calculation of a molecular structure, C30H43F5GdOP2 in a non-equilibrium geometry, from the Open Molecules 2025 dataset.

XYZ file:
```
82
Properties=species:S:1:pos:R:3
Gd -0.758 0.863 2.596
C 0.930 0.761 4.369
C 1.706 1.015 3.184
C 0.240 2.785 3.460
C 0.097 1.901 4.591
C 1.278 2.252 2.614
C 1.044 -0.397 5.290
H 1.733 -1.143 4.892
H 0.082 -0.892 5.486
H 1.422 -0.066 6.267
C -0.836 2.129 5.721
H -0.660 1.453 6.563
H -1.880 2.028 5.394
H -0.735 3.138 6.135
C -0.869 3.655 3.015
H -1.106 4.354 3.819
H -1.821 3.098 2.810
H -0.578 4.223 2.126
C 1.761 2.827 1.323
H 2.674 3.437 1.459
H 1.013 3.481 0.852
H 2.004 2.040 0.592
C 2.992 0.372 2.826
H 3.833 1.040 3.070
H 3.057 0.165 1.752
H 3.150 -0.561 3.372
C 0.253 -2.467 0.149
C 1.348 -2.780 0.850
C 2.785 -2.541 0.512
C 3.058 -1.818 -0.817
C 2.696 -0.368 -0.827
C 1.576 0.249 -1.228
C 0.186 -0.312 -1.234
C 0.136 -1.868 -1.217
H 3.301 -3.509 0.480
H 2.612 -2.384 -1.636
H 3.276 -1.998 1.331
H 0.920 -2.281 -1.854
H -0.728 -2.634 0.606
H 1.198 -3.284 1.811
H -0.826 -2.198 -1.649
H -0.422 0.083 -0.382
H 1.613 1.323 -1.443
H -0.364 0.064 -2.123
H 4.143 -1.887 -1.003
H 3.535 0.265 -0.511
P -0.709 -0.298 -4.543
P -0.630 2.441 -5.737
C -0.805 -0.274 -6.420
C -1.253 1.097 -6.906
H -1.503 -1.053 -6.744
H 0.189 -0.532 -6.809
H -0.892 1.321 -7.919
H -2.349 1.193 -6.895
C -1.318 3.848 -6.701
H -0.945 4.781 -6.266
H -2.409 3.824 -6.607
H -1.038 3.788 -7.759
C 1.103 2.518 -6.400
H 1.117 2.451 -7.495
H 1.712 1.715 -5.971
H 1.536 3.476 -6.088
C -2.224 -1.286 -4.203
H -2.242 -1.589 -3.148
H -2.259 -2.172 -4.849
H -3.103 -0.655 -4.395
C 0.599 -1.582 -4.455
H 1.469 -1.264 -5.044
H 0.218 -2.549 -4.810
H 0.925 -1.668 -3.416
F -3.363 -5.123 5.621
C -3.170 -3.875 5.163
C -2.702 -2.883 6.034
F -2.322 -3.198 7.290
C -2.598 -1.584 5.573
F -2.278 -0.586 6.449
C -2.728 -1.282 4.203
O -2.257 -0.165 3.689
C -3.224 -2.293 3.351
F -3.412 -2.013 2.034
C -3.414 -3.582 3.815
F -3.790 -4.562 2.964
```

Output
Total energy ... -86841.159 eV
Spin multiplicity ... 8
HOMO (alpha / beta) ... -8.1 / -9.7 eV
<S²> ... 15.80
Energy relative to the best compared isomer or geometry (same formula, charge and spin) ... 93.4 kcal/mol
Frontier orbital gap (alpha / beta) ... 5.6220 / 2.7654 eV
Net charge ... +1

=====

> Among the records above, which one has the lowest total energy?

C30H43F5GdOP2

=====

> What is the energy relative to the best compared isomer or geometry (same formula, charge and spin) in the third record?

78.1 kcal/mol